Entry 1:
{
  "formula": "C4H10O",
  "method": "ωB97M-V with the def2-TZVPD basis set",
  "symbols": ["C", "C", "C", "C", "O", "H", "H", "H", "H", "H", "H", "H", "H", "H", "H"],
  "coordinates": [[0.11, 1.63, 0.05], [0.17, 0.12, 0.25], [1.40, -0.50, -0.42], [-1.10, -0.56, -0.17], [-1.08, -1.84, 0.44], [1.01, 2.10, 0.47], [-0.77, 2.07, 0.54], [0.06, 1.89, -1.01], [0.19, -0.13, 1.33], [1.41, -0.29, -1.50], [2.33, -0.10, 0.00], [1.41, -1.58, -0.29], [-1.18, -0.65, -1.26], [-1.98, 0.01, 0.19], [-1.97, -2.19, 0.32]],
  "lowdin_charge": [-0.082, -0.442, -0.074, -0.272, -0.068, 0.077, 0.076, 0.082, 0.140, 0.081, 0.077, 0.076, 0.126, 0.121, 0.083],
  "smiles": "CC(C)CO",
  "homo_ha": -0.3789,
  "e_above_lowest_kcal_mol": 7.1,
  "gap_ha": 0.416
}

Entry 2:
{
  "formula": "C4H10O",
  "method": "ωB97M-V with the def2-TZVPD basis set",
  "symbols": ["C", "O", "H", "H", "C", "C", "C", "H", "H", "H", "H", "H", "H", "H", "H"],
  "coordinates": [[2.13, -2.11, 2.75], [2.94, -1.54, 3.43], [1.53, -2.95, 3.14], [1.96, -1.80, 1.71], [-0.62, 2.02, -0.86], [-0.58, 0.67, -1.57], [-1.08, -0.50, -0.73], [-1.15, 2.79, -1.42], [0.36, 2.41, -0.62], [-1.09, 1.96, 0.12], [0.46, 0.47, -1.86], [-1.02, 0.65, -2.57], [-1.34, -1.33, -1.38], [-0.47, -0.61, 0.16], [-2.02, -0.14, -0.30]],
  "lowdin_charge": [-0.145, -0.006, 0.078, 0.073, -0.123, -0.332, -0.125, 0.067, 0.065, 0.064, 0.091, 0.096, 0.068, 0.064, 0.065],
  "smiles": "C=O.CCC",
  "homo_ha": -0.3778,
  "e_above_lowest_kcal_mol": 33.9,
  "gap_ha": 0.407
}

Entry 3:
{
  "formula": "C4H10O2",
  "method": "ωB97M-V with the def2-TZVPD basis set",
  "symbols": ["C", "O", "C", "C", "C", "O", "H", "H", "H", "H", "H", "H", "H", "H", "H", "H"],
  "coordinates": [[1.97, -0.08, 0.10], [3.11, -0.44, 0.63], [0.62, -0.33, 0.70], [-0.55, -0.08, -0.30], [-1.87, -0.07, 0.46], [-2.98, 0.30, -0.41], [1.00, 2.96, -4.50], [2.03, 0.83, -0.57], [1.45, 2.46, -4.11], [0.57, -1.38, 1.00], [1.24, 0.54, 1.10], [-0.40, 0.90, -0.80], [-0.54, -0.84, -1.10], [-2.10, -1.06, 0.89], [-1.84, 0.66, 1.29], [-3.39, -0.53, -0.71]],
  "lowdin_charge": [-0.282, -0.065, -0.108, -0.189, -0.264, -0.090, 0.004, 0.138, -0.002, 0.134, 0.148, 0.121, 0.125, 0.119, 0.126, 0.085],
  "homo_ha": -0.3564,
  "e_above_lowest_kcal_mol": 100.3,
  "gap_ha": 0.379
}

Entry 4:
{
  "formula": "C4H10O2",
  "method": "ωB97M-V with the def2-TZVPD basis set",
  "symbols": ["C", "C", "O", "C", "C", "H", "H", "H", "H", "H", "H", "H", "H", "H", "H", "O"],
  "coordinates": [[0.02, 1.10, -0.15], [1.51, -1.32, -0.82], [-2.04, 0.83, 1.46], [1.98, -0.07, -1.09], [1.34, 1.14, -0.76], [0.03, 0.75, 0.90], [-0.42, 2.09, -0.17], [-0.69, 0.44, -0.66], [0.74, -1.38, -0.05], [1.99, -2.25, -1.07], [-2.31, -2.01, 0.61], [2.96, 0.04, -1.54], [1.82, 2.08, -1.00], [-2.45, 1.12, 2.27], [-1.77, -0.53, 0.80], [-1.51, -1.50, 0.60]],
  "lowdin_charge": [-0.117, 0.171, -0.381, -0.135, 0.034, 0.121, 0.090, 0.102, 0.066, 0.089, 0.006, 0.100, 0.125, -0.074, -0.045, -0.152],
  "homo_ha": -0.2780,
  "e_above_lowest_kcal_mol": 127.3,
  "gap_ha": 0.168
}

Entry 5:
{
  "formula": "C4H10O2",
  "method": "ωB97M-V with the def2-TZVPD basis set",
  "symbols": ["C", "O", "C", "C", "C", "O", "H", "H", "H", "H", "H", "H", "H", "H", "H", "H"],
  "coordinates": [[2.14, 0.65, -0.83], [0.75, 0.53, -0.69], [0.44, -0.71, -0.12], [-1.05, -0.89, 0.12], [-1.80, 0.27, 0.79], [-2.04, 1.38, -0.05], [2.54, -0.09, -1.53], [2.34, 1.65, -1.21], [2.63, 0.51, 0.14], [0.96, -0.85, 0.85], [0.77, -1.55, -0.76], [-1.61, -1.27, -0.75], [-0.85, -1.69, 0.83], [-2.79, -0.06, 1.13], [-1.23, 0.57, 1.69], [-1.20, 1.57, -0.50]],
  "lowdin_charge": [-0.113, -0.191, -0.278, -0.156, -0.263, -0.065, 0.093, 0.090, 0.092, 0.129, 0.128, 0.124, 0.107, 0.116, 0.117, 0.070],
  "smiles": "COCCCO",
  "homo_ha": -0.3689,
  "e_above_lowest_kcal_mol": 33.0,
  "gap_ha": 0.404
}

Entry 6:
{
  "formula": "C4H10O2",
  "method": "ωB97M-V with the def2-TZVPD basis set",
  "symbols": ["H", "H", "C", "C", "O", "C", "H", "H", "H", "H", "H", "H", "C", "O", "H", "H"],
  "coordinates": [[1.07, 0.78, 1.47], [0.39, 0.98, 1.67], [-0.75, -1.51, -0.32], [0.43, -0.92, -0.46], [0.70, -0.04, -1.44], [1.97, 0.58, -1.39], [-1.56, -1.31, -1.02], [-0.93, -2.20, 0.50], [1.26, -1.13, 0.23], [2.77, -0.17, -1.29], [2.10, 1.11, -2.34], [2.03, 1.30, -0.57], [-2.22, 0.50, 0.95], [-1.71, 0.96, 1.94], [-2.08, 0.94, -0.05], [-2.87, -0.39, 1.00]],
  "lowdin_charge": [0.058, 0.060, -0.024, -0.290, -0.139, -0.095, 0.071, 0.067, 0.110, 0.092, 0.091, 0.074, -0.187, -0.058, 0.088, 0.082],
  "smiles": "[H][H].C=COC.C=O",
  "homo_ha": -0.3310,
  "e_above_lowest_kcal_mol": 81.8,
  "gap_ha": 0.366
}